(1)
18 unconnected molecules or ions with the total composition C72H180O36. Source: OMol25; level of theory: ωB97M-V/def2-TZVPD.

Values from the calculation:
HOMO (eV): -9.222
ΔE to the lowest compared entry with this formula, charge and spin (eV): 0.646
Largest force on an atom (eV/Å): 3.34
LUMO energy (eV): 0.502

Positions of all 288 atoms, in Å:
C 1.53574 -5.30536 5.50241
O 2.76152 -4.82962 5.84089
C 3.68682 -5.82455 6.05042
C 3.41324 -6.69120 7.27334
O 2.11008 -7.22189 7.37633
C 1.91053 -8.03289 8.48837
H 0.85382 -5.24040 6.35027
H 1.40971 -6.29875 5.07185
H 1.12714 -4.55373 4.82698
H 4.72658 -5.51374 6.15245
H 3.62596 -6.54152 5.23167
H 3.57705 -6.12243 8.18863
H 4.15366 -7.48429 7.37772
H 2.55122 -8.91163 8.56221
H 0.94212 -8.52481 8.39717
H 1.85111 -7.40610 9.37815
C -4.15429 1.39991 6.30897
O -4.70485 0.17252 6.73161
C -3.84263 -0.62003 7.62243
C -2.35138 -0.83356 7.11712
O -2.31235 -1.22067 5.75966
C -2.65406 -2.58684 5.47880
H -3.34926 1.23023 5.59397
H -3.65871 1.81465 7.18674
H -4.89197 2.07237 5.87110
H -4.40002 -1.54406 7.77600
H -3.91438 -0.10986 8.58299
H -1.90065 -1.55657 7.79696
H -1.76043 0.08181 7.14866
H -1.86458 -3.31364 5.67011
H -2.84138 -2.83438 4.43393
H -3.55878 -2.86338 6.02019
C -4.04753 2.98807 -6.74942
O -3.48446 2.81810 -5.43566
C -2.06376 2.45674 -5.53768
C -1.31553 2.46145 -4.17946
O -1.59911 3.61852 -3.36260
C -0.94175 4.82246 -3.78334
H -5.12993 3.10976 -6.79062
H -3.94972 2.07140 -7.33103
H -3.49421 3.74495 -7.30535
H -1.58015 3.27018 -6.07856
H -1.87652 1.48449 -5.99348
H -0.26855 2.48637 -4.48164
H -1.61905 1.60084 -3.58337
H -1.06895 5.51805 -2.95383
H -1.38209 5.22902 -4.69378
H 0.13310 4.69438 -3.91141
C -1.16804 -1.55495 -6.23986
O -0.43707 -1.92249 -5.01195
C -1.15661 -2.73486 -4.06236
C -2.36668 -1.97349 -3.43320
O -3.50963 -1.75024 -4.31190
C -4.38324 -0.71431 -3.93508
H -1.77299 -0.72080 -5.88445
H -1.76931 -2.34761 -6.68513
H -0.49413 -1.33134 -7.06687
H -0.45784 -3.11191 -3.31559
H -1.56894 -3.58467 -4.60635
H -1.94514 -1.02426 -3.10247
H -2.69170 -2.43959 -2.50304
H -5.25494 -0.71939 -4.58945
H -3.85139 0.20572 -4.17754
H -4.58143 -0.75722 -2.86411
C -3.74489 -8.94224 2.61834
O -2.73625 -8.18561 3.13075
C -2.68496 -8.09306 4.55481
C -1.36893 -7.27535 5.02142
O -1.29955 -5.92821 4.73926
C -1.42152 -5.60371 3.38347
H -4.67066 -8.83924 3.18442
H -3.49474 -10.00308 2.60643
H -3.99155 -8.44071 1.68254
H -2.68167 -9.09346 4.98760
H -3.59838 -7.65339 4.95539
H -0.50042 -7.66305 4.48901
H -1.25381 -7.46498 6.08861
H -0.67609 -6.11235 2.77213
H -1.16333 -4.54929 3.28541
H -2.42937 -5.66445 2.97281
C 2.90796 -1.42357 -3.39809
O 4.14966 -0.81179 -3.69029
C 4.54062 0.22006 -2.78411
C 4.63152 -0.37053 -1.34767
O 5.40716 -1.55253 -1.36022
C 5.24544 -2.23444 -0.06502
H 2.78982 -2.25953 -4.08752
H 2.08497 -0.79436 -3.73704
H 2.69071 -1.76422 -2.38574
H 3.83967 1.05452 -2.80521
H 5.46355 0.66454 -3.15656
H 3.62976 -0.50982 -0.94125
H 5.04769 0.44419 -0.75511
H 5.55360 -1.73653 0.85433
H 5.79852 -3.17355 -0.08156
H 4.18261 -2.43158 0.07502
C -0.97248 -12.28591 2.05167
O -0.00483 -11.33670 1.62829
C -0.46510 -9.99785 1.84610
C 0.50575 -8.94608 1.22678
O 1.69661 -8.62443 2.08246
C 2.59020 -7.81959 1.44086
H -1.03941 -12.27084 3.13950
H -0.61418 -13.29043 1.82657
H -1.93997 -12.17860 1.56122
H -0.52438 -9.73493 2.90225
H -1.42893 -9.87167 1.35294
H -0.10335 -8.05472 1.07651
H 0.82148 -9.25861 0.23142
H 3.13548 -8.30200 0.62965
H 3.41294 -7.47352 2.06650
H 2.07141 -6.92711 1.09096
C 6.04145 3.34356 -1.02000
O 7.09209 4.29332 -1.03793
C 6.97196 5.14558 0.05814
C 8.23366 5.96740 0.20541
O 8.46932 6.81045 -0.95792
C 9.62533 7.61604 -0.86856
H 6.02535 2.68668 -0.15031
H 6.22644 2.63504 -1.82740
H 5.03919 3.71938 -1.22577
H 6.84674 4.54497 0.95909
H 6.11643 5.82082 0.04309
H 9.01583 5.25710 0.47335
H 8.02939 6.62919 1.04707
H 9.61089 8.31374 -0.03124
H 9.84731 8.17957 -1.77480
H 10.48996 6.99689 -0.62944
C -4.21193 4.93894 3.20440
O -3.16081 5.79439 3.44077
C -2.81540 6.59627 2.34473
C -2.38895 5.86009 1.04969
O -1.49421 4.84266 1.33678
C -1.21157 3.93990 0.27075
H -5.06774 5.36185 2.67824
H -4.57412 4.46242 4.11535
H -3.93313 4.12182 2.53907
H -1.92208 7.12649 2.67479
H -3.56803 7.37056 2.19606
H -1.98230 6.57800 0.33741
H -3.28130 5.43523 0.59000
H -0.75304 4.43182 -0.58707
H -2.00084 3.23198 0.01773
H -0.36573 3.28749 0.48761
C -6.86874 -2.22654 5.14903
O -7.59980 -3.47547 4.98036
C -6.80862 -4.63688 5.36958
C -6.24820 -5.41527 4.10030
O -5.58105 -4.57421 3.19819
C -5.39630 -5.08117 1.85618
H -7.74742 -1.62768 4.90947
H -6.02881 -2.11063 4.46405
H -6.62038 -2.06393 6.19783
H -7.43630 -5.28029 5.98614
H -5.89772 -4.34103 5.89001
H -7.07259 -5.90797 3.58481
H -5.60457 -6.19605 4.50552
H -4.96745 -6.07597 1.73553
H -4.57317 -4.55042 1.37776
H -6.29328 -4.95319 1.25026
C -3.62216 -5.13940 -1.94764
O -2.91682 -5.62769 -0.87785
C -2.09023 -6.70632 -1.18975
C -0.80405 -6.35839 -1.91474
O 0.01172 -5.57959 -1.04479
C 1.33776 -5.37665 -1.62139
H -3.03943 -4.88070 -2.83171
H -4.07432 -4.17342 -1.72283
H -4.44314 -5.76795 -2.29262
H -2.62692 -7.54326 -1.63653
H -1.77778 -7.21022 -0.27513
H -1.04434 -5.83651 -2.84103
H -0.25367 -7.25216 -2.20860
H 1.88817 -6.28792 -1.38741
H 1.87316 -4.56246 -1.13297
H 1.48769 -5.18317 -2.68356
C -0.71146 2.48698 3.46695
O 0.37149 1.55526 3.65367
C 0.02114 0.29343 4.30900
C 1.01021 -0.87770 4.16293
O 0.85578 -1.45634 2.83515
C 1.92747 -2.35220 2.63416
H -1.35792 2.47743 4.34451
H -1.34880 2.10092 2.67143
H -0.43605 3.52245 3.26683
H -0.95605 -0.13406 4.08438
H -0.02223 0.51311 5.37575
H 0.81959 -1.64681 4.91143
H 2.03062 -0.53827 4.34080
H 2.88064 -1.86129 2.43774
H 1.73430 -3.02345 1.79737
H 1.86406 -3.11894 3.40629
C 3.18098 5.03389 -3.65300
O 3.06573 3.64492 -3.94414
C 3.87901 3.24665 -5.04367
C 3.20026 2.00176 -5.69357
O 1.85628 2.14859 -6.17848
C 1.21390 0.88150 -6.11725
H 2.49801 5.36247 -2.86961
H 2.91138 5.56432 -4.56627
H 4.18948 5.25605 -3.30420
H 4.80445 2.95783 -4.54539
H 4.08382 4.07020 -5.72772
H 3.29990 1.16823 -4.99831
H 3.84622 1.68363 -6.51189
H 0.26159 0.86467 -6.64728
H 0.92707 0.76143 -5.07255
H 1.88808 0.06614 -6.37947
C -4.55352 1.27456 2.15877
O -5.41905 0.46148 1.40336
C -4.94671 -0.82094 1.10205
C -5.99127 -1.51818 0.31818
O -6.26028 -1.11724 -1.00266
C -6.54740 0.21782 -1.29860
H -3.68051 1.40535 1.51936
H -4.25845 0.83868 3.11326
H -5.05847 2.22973 2.30289
H -4.64880 -1.38607 1.98522
H -4.04523 -0.73876 0.49487
H -6.91172 -1.42309 0.89423
H -5.61173 -2.53994 0.32639
H -7.30121 0.50015 -0.56365
H -7.00976 0.35999 -2.27539
H -5.65794 0.84786 -1.29639
C -1.36656 -2.48515 0.65272
O -1.03283 -1.51261 -0.32823
C -0.31170 -0.38370 0.13353
C -0.02637 0.59730 -1.05208
O 1.04762 1.48020 -0.76604
C 1.25030 2.40434 -1.80377
H -0.40874 -2.91993 0.93845
H -1.85697 -3.33466 0.17741
H -1.85187 -2.06345 1.53292
H 0.62636 -0.77796 0.52428
H -0.80967 0.12234 0.96061
H -0.92539 1.19814 -1.18935
H 0.17907 0.07490 -1.98642
H 0.39058 3.06369 -1.92316
H 1.45160 2.02915 -2.80717
H 2.06349 3.10875 -1.62876
C 3.06299 12.61017 -3.20718
O 2.81072 11.20451 -3.38797
C 3.05480 10.50589 -2.11846
C 2.67318 8.98219 -2.17843
O 1.29726 8.84034 -2.38321
C 0.74837 7.57806 -2.21976
H 2.34456 13.01383 -2.49371
H 2.72878 13.12345 -4.10882
H 4.06634 12.88757 -2.88401
H 2.74657 11.01299 -1.20415
H 4.12596 10.58992 -1.93501
H 3.07363 8.47477 -1.30077
H 3.11620 8.52380 -3.06257
H 0.95782 7.02290 -3.13410
H -0.32775 7.74245 -2.27495
H 1.02138 6.94885 -1.37261
C 2.97785 9.59196 -9.95601
O 1.73583 9.20903 -9.40987
C 1.10238 8.05371 -9.87565
C 1.63898 6.69879 -9.31053
O 1.02014 6.43420 -8.11037
C 1.43417 5.21323 -7.52207
H 3.54800 8.69855 -10.21065
H 3.48548 10.30046 -9.30145
H 2.82788 10.14412 -10.88377
H 1.28042 8.11094 -10.94948
H 0.02954 8.14223 -9.70451
H 2.70318 6.87978 -9.15955
H 1.56354 5.85026 -9.99054
H 1.42297 5.23326 -6.43232
H 2.50999 5.05291 -7.59293
H 0.75194 4.42050 -7.82908
C 3.01412 5.67394 0.60677
O 3.72123 4.46861 1.00415
C 2.78918 3.45296 1.53296
C 3.38351 2.04572 1.81195
O 4.47674 2.09846 2.76405
C 4.23465 1.94188 4.15949
H 2.58993 6.22759 1.44441
H 2.29554 5.46251 -0.18509
H 3.79434 6.21398 0.07039
H 1.90375 3.28405 0.92010
H 2.42857 3.83157 2.48937
H 3.82054 1.67617 0.88430
H 2.67439 1.28480 2.13794
H 5.02491 1.42777 4.70657
H 3.27435 1.54946 4.49404
H 4.25626 2.96762 4.52756

***

(2)
A molecular structure, C40H46GeN5O5Pd. Source: OMol25; level of theory: ωB97M-V/def2-TZVPD.

Values from the calculation:
HOMO (spin up / spin down) (eV): -10.096 / -10.427
Total charge: +1
ΔE to the lowest compared entry with this formula, charge and spin (eV): 1.552
Largest force on an atom (eV/Å): 0.98
2S+1: 5
LUMO energy (spin up / spin down) (eV): -1.936 / -3.542

Positions of all 98 atoms, in Å:
Pd -0.89775 -0.54163 -0.22231
C 0.10610 -5.83686 -1.99867
N -0.84629 -4.82088 -1.55812
C -2.24533 -5.25195 -1.54095
C -0.50980 -3.56290 -1.20719
O -1.34541 -2.73046 -0.84886
C 0.97552 -3.23995 -1.23301
O 1.23008 -1.89366 -0.91759
C 1.98756 -1.16752 -1.84918
C 1.08111 -0.37202 -2.77788
O -0.13840 -0.42572 -2.60565
N 1.67644 0.37499 -3.71925
C 0.88093 1.27482 -4.56485
C 3.13051 0.53463 -3.77265
H 0.01939 -6.00933 -3.07437
H 1.13256 -5.56629 -1.76937
H -0.11206 -6.77403 -1.48668
H -2.53430 -5.60421 -2.53266
H -2.37178 -6.06760 -0.82724
H -2.88014 -4.42463 -1.25583
H 1.46725 -3.85893 -0.48309
H 1.38750 -3.49083 -2.20940
H 2.60840 -0.47705 -1.28267
H 2.65323 -1.81996 -2.41054
H -0.16441 1.00439 -4.49412
H 1.00906 2.31539 -4.24906
H 1.20647 1.17379 -5.59972
H 3.48429 1.27937 -3.05247
H 3.64589 -0.40637 -3.58856
H 3.40425 0.87132 -4.76934
N -2.00485 1.50828 1.53441
C -3.36308 1.18001 1.81644
C -3.76436 -0.14837 1.96061
C -5.09518 -0.45493 2.20718
C -6.05106 0.55091 2.28949
C -5.65595 1.87343 2.13263
C -4.32024 2.18676 1.90539
H -1.84356 2.50195 1.55208
H -1.35876 1.04399 2.13402
H -3.03226 -0.93025 1.88567
H -5.39165 -1.49242 2.33078
H -7.08953 0.30738 2.48003
H -6.38925 2.67168 2.20136
H -4.01775 3.22629 1.79343
C -0.14464 -0.88563 1.67784
Ge 1.64516 -0.38596 2.24600
C 1.84766 1.38473 1.45730
C 1.18393 2.43413 2.10223
C 1.13716 3.70503 1.53706
C 1.74707 3.94308 0.30769
C 2.43419 2.91716 -0.33200
C 2.49076 1.65180 0.24537
C 2.96977 -1.68234 1.69101
C 4.21652 -1.33338 1.16696
C 5.15119 -2.31800 0.84925
C 4.84642 -3.65713 1.05713
C 3.60769 -4.01387 1.58729
C 2.67525 -3.03213 1.90123
C 1.70039 -0.27657 4.18375
C 0.56379 0.07505 4.91883
C 0.60412 0.11953 6.30920
C 1.78079 -0.19801 6.97867
C 2.91670 -0.55261 6.25924
C 2.87696 -0.59348 4.86825
H 0.71566 2.26550 3.07091
H 0.63831 4.51299 2.06279
H 1.70529 4.92974 -0.13892
H 2.92992 3.10726 -1.27728
H 3.05733 0.87349 -0.25737
H 4.47902 -0.28807 1.02273
H 6.12481 -2.03617 0.45679
H 5.57919 -4.42216 0.82648
H 3.37585 -5.05675 1.76585
H 1.71151 -3.31849 2.32029
H -0.37057 0.29779 4.40808
H -0.28371 0.39438 6.86879
H 1.80894 -0.17813 8.06261
H 3.83325 -0.80278 6.78139
H 3.76947 -0.87843 4.31835
O 0.66528 4.80407 -3.30990
C -0.67069 5.30921 -3.21002
N -1.46099 4.31584 -2.54108
C -2.45054 3.61603 -3.18415
O -2.89388 3.91414 -4.27666
C -2.97900 2.41265 -2.45551
C -4.31796 2.05427 -2.56273
C -4.74718 0.87869 -1.98090
C -3.82354 0.07531 -1.32898
N -2.53970 0.41591 -1.23153
C -2.13125 1.57054 -1.77763
H 1.24644 5.52620 -3.57661
H -1.11737 5.46815 -4.18166
H -0.68110 6.23820 -2.64717
H -1.11290 3.98186 -1.65815
H -4.99922 2.70350 -3.10433
H -5.78455 0.56765 -2.03765
H -4.10898 -0.86533 -0.87950
H -1.08145 1.80092 -1.68190

***

(3)
C21H25ClN4O3S in the gas phase. Source: OMol25; level of theory: ωB97M-V/def2-TZVPD.

Values from the calculation:
HOMO (eV): -8.350
ΔE to the lowest compared entry with this formula, charge and spin (eV): 3.018
Largest force on an atom (eV/Å): 1.24
LUMO energy (eV): 0.576

Positions of all 55 atoms, in Å:
C -4.86209 1.37549 -2.95078
N -4.65171 0.65349 -1.71520
C -4.85965 1.44026 -0.52476
C -3.72047 2.44950 -0.23299
C -2.42205 1.69735 -0.21073
N -1.55620 1.61468 0.71211
N -1.62304 2.28275 1.88242
C -0.60709 2.20209 2.79483
O -0.59441 2.91700 3.77536
C 0.42973 1.19293 2.45239
C 0.08023 -0.11221 2.12787
C 1.04000 -1.01856 1.73255
C 2.38038 -0.63879 1.62143
N 3.33118 -1.54922 1.15624
C 2.90350 -2.65765 0.32516
C 2.05961 -2.19974 -0.83743
C 0.92907 -2.90727 -1.22329
C 0.13812 -2.46536 -2.26867
C 0.48268 -1.29826 -2.92946
Cl -0.51187 -0.72861 -4.22283
C 1.61235 -0.58237 -2.56580
C 2.39698 -1.03851 -1.52311
S 4.97530 -1.19553 1.17284
C 5.33523 -1.17069 2.94391
O 5.25218 0.08912 0.60301
O 5.64303 -2.32462 0.59871
C 2.73400 0.65768 1.99472
C 1.76934 1.55462 2.41399
C -2.18114 0.86169 -1.42688
C -3.39827 -0.06158 -1.65353
H -5.86977 1.78958 -2.94705
H -4.15074 2.19564 -3.12124
H -4.78076 0.67558 -3.78110
H -4.93660 0.74841 0.32045
H -5.80864 1.97349 -0.61611
H -3.69472 3.19733 -1.02950
H -3.92713 2.96140 0.70827
H -2.35533 2.96776 2.07291
H -0.95017 -0.42541 2.18647
H 0.73449 -2.02224 1.49135
H 2.36759 -3.39956 0.92762
H 3.82436 -3.12117 -0.03806
H 0.65848 -3.81532 -0.70406
H -0.74176 -3.01536 -2.56331
H 1.87276 0.32252 -3.09149
H 3.27785 -0.48504 -1.23170
H 4.59948 -0.56085 3.45072
H 5.29748 -2.19658 3.28439
H 6.32910 -0.76104 3.07337
H 3.75346 0.98889 1.89908
H 2.05261 2.56074 2.68337
H -2.05716 1.50399 -2.30147
H -1.27409 0.27418 -1.29235
H -3.45948 -0.77216 -0.82356
H -3.26627 -0.62443 -2.57907

***

(4)
A molecular structure, C6H8N. Source: OMol25; level of theory: ωB97M-V/def2-TZVPD.

Values from the calculation:
HOMO (eV): -14.384
Total charge: +1
ΔE to the lowest compared entry with this formula, charge and spin (eV): 4.464
Largest force on an atom (eV/Å): 0.96
LUMO energy (eV): -5.798

Positions of all 15 atoms, in Å:
C -0.51798 -1.89081 -0.52365
C 0.65371 -2.20906 -1.06919
C -0.17257 0.28432 1.12000
C -0.29724 2.48876 -0.04274
C -0.86333 1.32544 0.20938
C 0.19414 -0.75388 0.19965
N 1.32496 -1.05705 -0.39494
H -1.51659 -2.26993 -0.52349
H 1.11101 -2.94372 -1.69962
H 0.69506 0.72956 1.61063
H -0.90996 -0.04553 1.85378
H -0.81738 3.26410 -0.58158
H 0.69209 2.73993 0.30864
H -1.84690 1.05004 -0.13775
H 2.27098 -0.71218 -0.32911

***

(5)
C5H13NO2 in the gas phase. Source: OMol25; level of theory: ωB97M-V/def2-TZVPD.

Values from the calculation:
HOMO (eV): -8.844
ΔE to the lowest compared entry with this formula, charge and spin (eV): 1.472
Largest force on an atom (eV/Å): 3.94
LUMO energy (eV): 0.844

Positions of all 21 atoms, in Å:
C 2.50137 -0.43451 -0.40069
C 1.25609 0.43749 -0.46630
O 1.36719 1.56064 0.39536
C -0.12392 -0.45855 -0.04782
N -0.17766 -0.72998 1.35456
C -1.26728 0.40739 -0.49060
C -2.63905 -0.49853 -0.26805
O -1.40017 1.58364 0.24716
H 2.60380 -0.89849 0.58174
H 2.44863 -1.21967 -1.15135
H 3.39454 0.16325 -0.58603
H 1.14374 0.85564 -1.47045
H 1.48509 1.22644 1.29493
H -0.07856 -1.38471 -0.62473
H -0.52738 0.06243 1.88145
H 0.60903 -1.25839 1.70564
H -1.20492 0.61755 -1.56691
H -2.75444 -1.14963 -1.12945
H -3.48127 0.18405 -0.19781
H -2.62614 -1.08026 0.64836
H -0.52871 2.01419 0.29100